Entry 1:
The following is a DFT calculation (the ωB97M-V functional and the def2-TZVPD basis) of a molecular structure, C27H30BrN2ORu at a distorted geometry.

Structure (XYZ):
```
62
Properties=species:S:1:pos:R:3
Ru -0.94487 -0.93814 -1.59584
C 2.39128 3.72471 3.81291
C 2.44844 2.18999 3.81418
C 2.06654 1.66181 5.20482
C 3.88844 1.76407 3.51900
C 1.46359 1.64815 2.78137
C 1.85524 0.86489 1.71223
C 0.89735 0.41531 0.82313
Br 1.46440 -0.67894 -0.66164
C -0.47101 0.68725 0.90548
O -1.33373 0.22605 0.01820
C -0.86980 1.49505 2.01006
C 0.09830 1.93772 2.89236
C -2.34593 1.85575 2.19986
C -2.56738 2.72567 3.43969
C -2.84187 2.65391 0.98239
C -3.16990 0.57054 2.38522
H 3.11026 4.12672 4.53046
H 1.40038 4.09006 4.08541
H 2.63500 4.11298 2.82243
H 2.77891 2.02191 5.95067
H 2.07726 0.57049 5.21271
H 1.07025 1.99283 5.50058
H 4.55145 2.17444 4.28183
H 4.21917 2.13585 2.54747
H 3.98954 0.67729 3.53169
H 2.88638 0.58888 1.54438
H -0.21787 2.55011 3.72625
H -2.03127 3.67414 3.36630
H -2.26201 2.20996 4.35247
H -3.63199 2.94924 3.52249
H -2.24012 3.55649 0.85649
H -3.88386 2.95023 1.12850
H -2.78087 2.06644 0.07000
H -2.79890 0.00909 3.24530
H -3.11644 -0.06634 1.50603
H -4.21917 0.82092 2.56186
C 0.52933 0.30138 -5.62999
C -0.03038 0.29974 -4.36891
N -0.22450 -0.81246 -3.66395
C 0.14916 -2.02042 -4.20455
C 0.71141 -2.09728 -5.51012
C 0.90165 -0.92245 -6.21235
C 1.06197 -3.40065 -6.00764
C 0.88759 -4.51064 -5.25944
C 0.34297 -4.44173 -3.92934
C 0.17687 -5.53559 -3.10207
C -0.36022 -5.35657 -1.81489
C -0.71980 -4.08778 -1.41051
N -0.56954 -3.01190 -2.18098
C -0.02965 -3.15919 -3.43708
H 0.67405 1.23517 -6.15271
H -0.33907 1.22272 -3.89272
H 1.33722 -0.95054 -7.20345
H 1.47631 -3.47009 -7.00653
H 1.15964 -5.48485 -5.64821
H 0.46191 -6.52187 -3.44665
H -0.49365 -6.19238 -1.14423
H -1.14596 -3.91308 -0.42983
C -2.80491 -1.04517 -2.19642
H -3.60632 -0.54703 -1.64726
H -3.11123 -1.59284 -3.08690
```

As for the charge: 0. The value obtained for the strongest force on any atom is 0.067 Eh/bohr. Its gap between HOMO and LUMO (alpha / beta) is 4.293 / 7.357 eV. The HOMO energy (alpha / beta) comes out at -5.00 / -8.06 eV. For the LUMO energy (alpha / beta), the calculation gives -0.7036 / -0.7011 eV. The value obtained for the energy above the lowest of the compared OMol25 structures with the same formula, charge and spin is 0.959 eV. The expectation value of S² is 0.774. The multiplicity is 2.

Atom charges from the Löwdin analysis, given in e for atoms 1 to 8:
1. Ru 0.976
2. C -0.045
3. C -0.560
4. C -0.045
5. C -0.069
6. C -0.173
7. C -0.083
8. C -0.516

Entry 2:
The following is a DFT calculation (the ωB97M-V functional and the def2-TZVPD basis) of a molecular structure, C24H19Cl5GeOPPtS.

Structure (XYZ):
```
53
Properties=species:S:1:pos:R:3
Pt -0.52593 -0.60336 1.25596
Cl -1.36734 0.19674 3.97934
C 0.26204 0.20167 4.62428
C 0.37101 0.71929 5.90726
C 1.60157 0.77086 6.53212
C 2.72377 0.30279 5.87052
C 2.60159 -0.20283 4.59021
Cl 4.03922 -0.78514 3.81871
C 1.37028 -0.27191 3.91481
S 1.44828 -0.98590 2.28739
H -0.51915 1.07306 6.40772
H 1.68491 1.17012 7.53295
H 3.69847 0.32363 6.33671
C -1.48112 1.55356 -6.06452
C -0.60862 0.48404 -5.87655
C -0.26183 0.09535 -4.60042
C -0.77675 0.81853 -3.50436
C -1.67695 1.88720 -3.69980
C -2.01844 2.25118 -4.98316
P -0.32579 0.34844 -1.90425
C 0.31792 -1.26518 -1.74027
C 1.61488 -1.39304 -1.21255
C 2.17853 -2.65069 -1.13403
C 1.45854 -3.76450 -1.55726
C 0.17523 -3.63336 -2.08118
C -0.40004 -2.38079 -2.18750
C 0.01295 1.53006 -0.74178
C 0.25175 2.87799 -1.17983
C 0.63566 3.80322 -0.26521
C 0.76745 3.42337 1.09116
C 0.51220 2.14353 1.52808
C 0.06845 1.14394 0.65066
H -1.75336 1.84412 -7.07092
H -0.20298 -0.04169 -6.72960
H 0.41948 -0.73019 -4.44223
H -2.10457 2.40621 -2.85092
H -2.70740 3.06698 -5.15117
H 2.16718 -0.52389 -0.87913
H 3.17846 -2.76415 -0.73823
H 1.90816 -4.74645 -1.48859
H -0.36605 -4.50596 -2.42029
H -1.39464 -2.26930 -2.60291
H 0.20283 3.12617 -2.23096
H 0.86775 4.81452 -0.56780
H 1.07458 4.17139 1.81188
H 0.61039 1.91913 2.58119
Cl -4.00799 -3.53039 0.63401
Ge -4.15671 -1.56270 1.44846
Cl -2.74092 -0.34674 0.14258
Cl -6.04821 -0.70145 1.08431
O -1.12462 -2.60975 1.97550
H -1.25044 -3.31739 1.32804
H -0.40368 -2.88040 2.57156
```

As for the charge: +2. The value obtained for the strongest force on any atom is 0.014 Eh/bohr. Its gap between HOMO and LUMO (alpha / beta) is 4.046 / 3.940 eV. The HOMO energy (alpha / beta) comes out at -12.94 / -12.94 eV. For the LUMO energy (alpha / beta), the calculation gives -8.8903 / -8.9953 eV. The value obtained for the energy above the lowest of the compared OMol25 structures with the same formula, charge and spin is 2.662 eV. The expectation value of S² is 0.754. The multiplicity is 2.

Atom charges from the Löwdin analysis, given in e for atoms 1 to 8:
1. Pt 0.570
2. Cl 0.684
3. C -0.641
4. C -0.107
5. C -0.051
6. C -0.090
7. C -0.681
8. Cl 0.695

Entry 3:
The following is a DFT calculation (the ωB97M-V functional and the def2-TZVPD basis) of C3H9NOS in the gas phase at a distorted geometry.

Structure (XYZ):
```
15
Properties=species:S:1:pos:R:3
C 1.39527 0.12329 1.03811
C -0.06573 0.04643 0.58548
C -0.13709 -0.21887 -0.95096
N -2.59131 0.79088 -0.79202
O -2.38516 -1.78251 -0.60480
S -1.90029 -0.54814 -1.11062
H 2.03064 0.83357 0.39243
H 1.29557 0.51651 2.12577
H 1.90176 -0.89241 0.98225
H -0.53191 1.05045 0.93337
H -0.75368 -0.67132 1.14805
H -0.02366 0.78382 -1.42505
H 0.40247 -1.09725 -1.16258
H -2.92237 0.78461 0.18505
H -1.86751 -0.58839 -2.62343
```

As for the charge: 0. The value obtained for the strongest force on any atom is 0.101 Eh/bohr. Its gap between HOMO and LUMO is 9.894 eV. The HOMO energy comes out at -9.37 eV. For the LUMO energy, the calculation gives 0.5282 eV. The value obtained for the energy above the lowest of the compared OMol25 structures with the same formula, charge and spin is 3.609 eV.

Atom charges from the Löwdin analysis, given in e for atoms 1 to 8:
1. C -0.143
2. C -0.361
3. C -0.294
4. N -0.280
5. O -0.374
6. S 0.624
7. H 0.095
8. H 0.096

Entry 4:
The following is a DFT calculation (the ωB97M-V functional and the def2-TZVPD basis) of C7H6F2N2O4 in the gas phase at a distorted geometry.

Structure (XYZ):
```
21
Properties=species:S:1:pos:R:3
C 0.09348 -0.71592 -1.21957
C -0.93602 0.03621 -0.94898
C 0.64252 0.45245 0.84390
C 1.19288 -0.55409 -0.16971
C -0.54164 1.21597 0.02132
C 2.53064 -0.19383 -0.73150
C -0.21839 2.39346 -0.68516
N 3.05054 -0.81713 -1.97691
N -0.79653 3.63653 -0.48447
O 2.22478 -1.54405 -2.46650
O 4.19959 -0.61067 -2.39867
O -1.57217 3.79263 0.42077
O -0.47668 4.51177 -1.23927
F 3.36986 0.23986 0.18473
F 0.71698 2.33478 -1.60727
H 0.27293 -1.48477 -1.91279
H -1.92863 0.16116 -1.40392
H 0.03715 -0.01444 1.68857
H 1.48221 1.04785 1.18556
H 1.24494 -1.65417 0.20053
H -1.33669 1.45396 0.61616
```

As for the charge: 0. The value obtained for the strongest force on any atom is 0.078 Eh/bohr. Its gap between HOMO and LUMO (alpha / beta) is 9.442 / 8.748 eV. The HOMO energy (alpha / beta) comes out at -9.51 / -10.75 eV. For the LUMO energy (alpha / beta), the calculation gives -0.0638 / -2.0020 eV. The expectation value of S² is 2.011. The multiplicity is 3.

Atom charges from the Löwdin analysis, given in e for atoms 1 to 8:
1. C -0.055
2. C 0.006
3. C -0.025
4. C -0.228
5. C -0.175
6. C -0.098
7. C -0.167
8. N -0.321

Number 1: calculated total energy -106136.5790 eV. Number 2: calculated total energy -169728.8180 eV. Number 3: calculated total energy -17626.5962 eV. Number 4: calculated total energy -23950.8454 eV.